Entry 1:
C5H11ErO4 | ωB97M-V/def2-TZVPD

```
! wB97M-V def2-TZVPD RIJCOSX def2/J DEFGRID3
* xyz 2 4
H -1.270 -2.336 1.287
H -1.904 2.111 0.304
H 1.108 -2.115 1.499
O 2.118 -0.221 -0.859
H 1.250 -2.835 -0.145
H -2.237 2.044 -1.428
H 1.580 1.406 1.357
O 0.790 1.911 0.752
H -3.125 -0.887 1.142
O -2.534 0.270 -0.430
H 3.262 -1.357 0.386
O -0.053 -1.264 -0.038
C -2.199 -0.523 0.676
H -1.758 -2.400 -0.395
Er 0.297 0.727 -1.152
H 0.889 2.867 0.798
C 1.116 -1.894 0.417
C -1.771 1.489 -0.599
H -1.626 0.100 1.389
C 2.262 -0.956 0.148
C -1.337 -1.732 0.369
*
```

Output
⟨S²⟩: 3.75
Gap between HOMO and LUMO (alpha / beta) (Ha): 0.1911 / 0.1901

Here are the Löwdin charges for atoms 1 to 6, given in e: number 1, H, carries 0.1560; number 2, H, carries 0.0707; number 3, H, carries 0.1735; number 4, O, carries -0.0842; number 5, H, carries 0.1921; number 6, H, carries 0.0727

Entry 2:
C5H11F | ωB97M-V/def2-TZVPD

```
! wB97M-V def2-TZVPD RIJCOSX def2/J DEFGRID3
* xyz 0 1
F 2.447 -1.157 -0.102
H 2.084 0.406 -1.500
H -0.650 -0.609 1.833
H 0.291 -1.770 0.809
H -2.091 -0.027 0.842
H -1.288 1.445 0.931
H 1.230 -0.757 1.768
C 0.547 0.146 0.082
C -0.656 0.451 -0.815
H -2.677 1.372 -0.270
H 0.889 1.152 0.483
C 0.200 -0.799 1.256
H -0.514 1.246 -1.575
C 1.654 -0.403 -0.904
H 1.327 -1.112 -1.624
H -0.952 -0.432 -1.389
C -1.839 0.849 0.175
*
```

Output
SMILES: CC[C@@H](C)CF
Gap between HOMO and LUMO (Ha): 0.4414

Here are the Löwdin charges for atoms 1 to 6, given in e: number 1, F, carries -0.0515; number 2, H, carries 0.1214; number 3, H, carries 0.0408; number 4, H, carries 0.0742; number 5, H, carries 0.0673; number 6, H, carries 0.0702

Entry 3:
C5H11F2O3PS | ωB97M-V/def2-TZVPD

```
! wB97M-V def2-TZVPD RIJCOSX def2/J DEFGRID3
* xyz 0 1
H 1.091 2.672 -1.251
H -3.025 -0.656 2.663
H 0.406 -3.460 1.095
C -1.552 -0.602 1.118
O 1.145 0.451 -2.468
P -0.800 0.343 -0.279
H 1.536 0.500 -3.417
H 2.774 2.918 -1.633
H -1.810 -2.436 2.065
C -1.184 -1.864 1.260
H -0.614 -3.178 -0.329
F -0.077 1.645 0.500
H -3.432 0.327 1.333
O 3.501 0.227 -2.058
C -0.130 -2.563 0.478
O 1.823 -0.248 -0.309
C -2.611 0.138 1.917
C 2.160 2.284 -1.076
F -2.102 1.310 -0.604
H 0.538 -1.863 0.030
H 2.620 2.423 -0.107
H -2.509 1.040 2.454
S 2.251 0.590 -1.383
*
```

Output
SMILES: C/C=C(/C)P(F)F.CS(=O)(=O)O
Gap between HOMO and LUMO (Ha): 0.3504

Here are the Löwdin charges for atoms 1 to 6, given in e: number 1, H, carries 0.1094; number 2, H, carries 0.1062; number 3, H, carries 0.1332; number 4, C, carries -0.4171; number 5, O, carries -0.2527; number 6, P, carries 1.0209

How do the records compare in E_tot? In the order shown, they have -1512.3811 -296.9211 -1362.0801 hartree.
How do the records compare in energy relative to the best compared isomer or geometry (same formula, charge and spin)? In the order shown, they have 1.268 1.378 0.556 eV.